A molecular structure, C18H26BN5Sr. Source: OMol25; level of theory: ωB97M-V with the def2-TZVPD basis set.

Results
DFT total energy = -1030.81242 a.u.
2S+1 = 1
Energy relative to the best compared isomer or geometry (same formula, charge and spin) = 93.56 kJ/mol
Net charge = -2
Gap between HOMO and LUMO = 0.1455 Eh
Molar mass = 410.873 g/mol

Last column: Mulliken charge in e.
CARTESIAN COORDINATES (ANGSTROEM)
Sr1 -0.370 0.590 0.051  1.46
B1 3.003 -0.336 2.990  0.03
N1 3.194 -0.079 1.442  0.26
C1 4.403 0.191 0.923  -0.36
C2 4.301 0.249 -0.452  -0.80
C3 2.944 0.000 -0.689  -0.15
N2 2.282 -0.199 0.450  -0.39
N3 1.519 -0.290 3.430  0.31
C4 1.062 0.075 4.641  -0.40
C5 -0.298 -0.168 4.682  -0.80
C6 -0.579 -0.693 3.409  -0.02
N4 0.533 -0.776 2.679  -0.57
H1 3.461 -1.436 3.268  -0.19
H2 3.602 0.540 3.581  -0.16
H3 5.260 0.326 1.563  0.39
H4 5.081 0.448 -1.167  0.34
H5 2.420 -0.044 -1.634  0.42
H6 1.723 0.482 5.389  0.43
H7 -0.982 0.023 5.492  0.36
H8 -1.522 -1.034 3.005  0.36
C7 -2.650 -2.936 0.349  -1.51
C8 -3.284 -1.545 0.385  2.00
C9 -4.813 -1.708 0.402  -1.71
C10 -2.768 -0.683 -0.774  -1.79
H9 -2.894 -3.524 1.241  0.39
H10 -1.562 -2.864 0.271  0.28
H11 -3.014 -3.481 -0.528  0.41
H12 -3.018 -1.075 1.346  -0.34
H13 -5.145 -2.214 -0.511  0.36
H14 -5.300 -0.732 0.450  0.36
H15 -5.153 -2.300 1.266  0.40
H16 -3.438 0.183 -0.898  0.16
H17 -2.871 -1.270 -1.703  0.14
C11 -2.709 2.319 1.671  -0.53
C12 -2.338 3.696 1.179  0.39
C13 -3.190 4.756 1.434  -0.57
C14 -2.890 6.077 1.086  -0.67
C15 -1.640 6.309 0.488  -0.60
C16 -0.756 5.290 0.208  0.96
C17 0.567 5.577 -0.432  -1.36
C18 -1.072 3.873 0.467  0.29
N5 -0.258 2.919 0.083  -1.21
H18 -3.437 2.387 2.483  0.39
H19 -1.818 1.805 2.061  -0.37
H20 -3.132 1.684 0.879  0.07
H21 -4.137 4.551 1.937  0.24
H22 -3.584 6.887 1.281  0.30
H23 -1.364 7.332 0.225  0.20
H24 0.706 6.653 -0.590  0.38
H25 0.653 5.058 -1.392  0.20
H26 1.388 5.196 0.186  0.20

A molecular structure, C18H26BN5Sr. Source: OMol25; level of theory: ωB97M-V with the def2-TZVPD basis set.

Results
DFT total energy = -1030.82229 a.u.
2S+1 = 1
Energy relative to the best compared isomer or geometry (same formula, charge and spin) = 67.65 kJ/mol
Net charge = -2
Gap between HOMO and LUMO = 0.1505 Eh
Molar mass = 410.873 g/mol

Last column: Mulliken charge in e.
CARTESIAN COORDINATES (ANGSTROEM)
Sr1 0.380 -0.560 -0.632  1.57
B1 0.968 2.185 3.125  -0.06
N1 1.634 0.769 2.998  -0.07
C1 2.343 0.229 4.000  -0.40
C2 2.764 -1.031 3.623  -0.87
C3 2.243 -1.173 2.332  -0.35
N2 1.568 -0.085 1.962  0.12
N3 0.189 2.645 1.856  0.25
C4 -0.731 3.623 1.885  -0.44
C5 -1.131 3.895 0.591  -0.91
C6 -0.379 2.996 -0.178  -0.29
N4 0.412 2.250 0.589  -0.18
H1 0.167 2.154 4.044  -0.14
H2 1.858 2.989 3.370  -0.16
H3 2.499 0.781 4.913  0.39
H4 3.349 -1.732 4.194  0.35
H5 2.334 -2.011 1.655  0.41
H6 -1.032 4.059 2.824  0.40
H7 -1.866 4.610 0.263  0.38
H8 -0.380 2.852 -1.249  0.47
C7 3.215 1.901 -1.719  -1.04
C8 3.639 0.467 -2.033  1.38
C9 4.792 0.507 -3.051  -1.69
C10 2.443 -0.388 -2.481  -1.78
H9 4.071 2.541 -1.471  0.38
H10 2.517 1.950 -0.880  0.07
H11 2.718 2.335 -2.596  0.27
H12 4.058 0.034 -1.111  0.11
H13 4.426 0.920 -3.999  0.31
H14 5.161 -0.503 -3.254  0.41
H15 5.639 1.122 -2.714  0.40
H16 2.824 -1.394 -2.729  0.24
H17 2.090 0.028 -3.445  0.16
C11 -2.785 0.317 -0.180  -0.58
C12 -3.520 -0.967 -0.364  0.46
C13 -4.897 -1.026 -0.259  -0.54
C14 -5.612 -2.215 -0.434  -0.68
C15 -4.863 -3.373 -0.724  -0.65
C16 -3.492 -3.366 -0.838  1.10
C17 -2.729 -4.621 -1.131  -1.34
C18 -2.699 -2.139 -0.676  -0.24
N5 -1.396 -2.091 -0.794  -1.07
H18 -3.458 1.157 0.019  0.32
H19 -2.210 0.576 -1.088  0.00
H20 -2.066 0.269 0.653  -0.02
H21 -5.439 -0.108 -0.028  0.25
H22 -6.692 -2.241 -0.361  0.31
H23 -5.389 -4.319 -0.862  0.21
H24 -3.408 -5.468 -1.279  0.37
H25 -2.030 -4.855 -0.320  0.19
H26 -2.097 -4.494 -2.018  0.22

A molecular structure, C18H26Br2O10PdS3. Source: OMol25; level of theory: ωB97M-V with the def2-TZVPD basis set.

Results
DFT total energy = -7924.13489 a.u.
2S+1 = 3
Energy relative to the best compared isomer or geometry (same formula, charge and spin) = 645.30 kJ/mol
Net charge = -2
Gap between HOMO and LUMO (spin up / spin down) = 0.2188 / 0.1861 Eh
Molar mass = 764.825 g/mol

Last column: Mulliken charge in e.
CARTESIAN COORDINATES (ANGSTROEM)
Pd1 1.186 0.846 -1.419  0.81
Br1 3.704 3.453 -1.124  -0.89
Br2 0.939 -0.461 -4.970  -0.90
C1 -3.774 -2.879 0.888  -0.61
C2 -5.080 -3.415 1.213  0.39
C3 -6.157 -3.466 0.026  0.44
O1 -7.223 -4.066 0.168  -0.60
C4 -5.944 -2.626 -1.159  -0.25
C5 -4.784 -1.993 -1.236  0.44
C6 -3.614 -2.158 -0.223  0.25
O2 -2.381 -1.721 -0.431  -0.69
O3 -4.831 -1.177 -2.278  -0.56
O4 -5.428 -4.090 2.181  -0.67
H1 -2.963 -2.844 1.601  0.42
H2 -6.756 -2.457 -1.850  0.45
C7 6.448 -3.298 -2.073  -0.50
C8 5.766 -4.694 -2.012  -0.58
C9 4.234 -4.514 -1.736  -0.74
S1 4.201 -3.171 -0.451  0.97
O5 4.066 -3.722 0.870  -0.64
O6 3.315 -2.129 -0.879  -0.52
C10 6.068 -2.661 -0.739  -0.80
H3 6.081 -2.651 -2.870  0.32
H4 7.538 -3.306 -2.090  0.29
H5 6.214 -5.422 -1.336  0.31
H6 5.831 -5.196 -2.978  0.32
H7 3.673 -5.351 -1.320  0.39
H8 3.696 -4.050 -2.563  0.39
H9 6.668 -3.066 0.076  0.36
H10 6.168 -1.579 -0.661  0.43
C11 1.501 -0.633 5.950  -0.71
C12 2.706 0.332 5.609  -0.49
C13 2.000 1.516 4.915  -0.77
S2 0.571 0.807 3.840  0.96
O7 0.954 0.900 2.416  -0.55
O8 -0.673 1.473 4.213  -0.63
C14 0.620 -0.871 4.700  -0.71
H11 0.837 -0.138 6.658  0.33
H12 1.864 -1.529 6.453  0.37
H13 3.502 -0.170 5.059  0.34
H14 2.997 0.710 6.589  0.26
H15 2.630 2.075 4.223  0.42
H16 1.612 2.328 5.530  0.36
H17 1.251 -1.562 4.141  0.35
H18 -0.359 -1.324 4.858  0.45
C15 -4.260 5.745 -2.285  -0.55
C16 -3.455 6.582 -3.195  -0.53
C17 -2.049 5.948 -3.483  -0.64
S3 -2.379 4.152 -3.468  1.02
O9 -1.600 3.616 -2.473  -0.54
O10 -2.418 3.476 -4.754  -0.63
C18 -4.238 4.282 -2.903  -0.82
H19 -5.273 6.126 -2.160  0.35
H20 -4.023 5.567 -1.237  0.29
H21 -3.328 7.502 -2.625  0.30
H22 -3.784 6.899 -4.184  0.26
H23 -1.417 6.173 -2.624  0.33
H24 -1.490 6.182 -4.389  0.39
H25 -4.289 3.440 -2.212  0.46
H26 -4.873 4.260 -3.788  0.31

A molecular structure, C18H26N2O7P2PdSTe. Source: OMol25; level of theory: ωB97M-V with the def2-TZVPD basis set.

Results
DFT total energy = -2814.11295 a.u.
2S+1 = 5
Energy relative to the best compared isomer or geometry (same formula, charge and spin) = 0.00 kJ/mol
Net charge = +2
Gap between HOMO and LUMO (spin up / spin down) = 0.3442 / 0.2137 Eh
Molar mass = 710.448 g/mol

Last column: Mulliken charge in e.
CARTESIAN COORDINATES (ANGSTROEM)
Pd1 1.317 -1.439 0.619  0.32
C1 3.417 -3.362 -0.183  -0.71
C2 4.297 -2.340 0.518  -0.81
N1 3.472 -1.327 1.209  -0.13
C3 3.901 0.069 1.043  -0.82
C4 3.685 0.567 -0.379  -0.83
S1 1.936 0.410 -0.870  0.24
C5 1.960 -0.681 -2.327  -0.52
C6 2.730 -1.974 -2.139  -1.04
N2 2.329 -2.691 -0.916  -0.04
H1 4.027 -3.978 -0.850  0.40
H2 2.946 -4.017 0.550  0.37
H3 4.933 -2.863 1.233  0.42
H4 4.961 -1.838 -0.185  0.37
H5 3.384 -1.546 2.197  0.42
H6 3.309 0.672 1.732  0.44
H7 4.954 0.200 1.309  0.39
H8 3.936 1.624 -0.434  0.51
H9 4.301 0.047 -1.110  0.35
H10 0.898 -0.884 -2.485  0.25
H11 2.328 -0.123 -3.188  0.56
H12 2.568 -2.598 -3.021  0.44
H13 3.801 -1.781 -2.091  0.37
H14 1.582 -3.358 -1.089  0.41
O1 -0.963 -0.748 4.190  -0.51
P1 -0.249 -1.120 2.846  0.76
O2 1.061 -1.812 2.965  -0.60
O3 -0.224 0.114 1.935  -0.48
O4 -1.357 -2.137 2.154  -0.06
P2 -1.144 -2.738 0.661  0.50
O5 -2.558 -3.328 0.326  -0.45
O6 0.018 -3.642 0.586  -0.54
O7 -0.993 -1.466 -0.251  -0.27
H15 -0.695 -1.261 4.964  0.37
H16 -2.721 -4.242 0.596  0.35
Te1 -2.333 0.195 0.559  0.92
C7 -4.033 1.635 0.916  0.43
C8 -5.243 1.322 0.326  -0.42
C9 -6.205 2.325 0.347  -0.54
C10 -5.947 3.527 0.997  -0.52
C11 -4.736 3.752 1.641  -0.68
C12 -3.750 2.771 1.647  -0.12
C13 -1.384 1.393 -0.847  0.56
C14 -1.383 0.961 -2.169  -0.39
C15 -0.825 1.784 -3.136  -0.56
C16 -0.287 3.014 -2.777  -0.54
C17 -0.293 3.426 -1.449  -0.65
C18 -0.844 2.614 -0.470  -0.24
H17 -5.436 0.379 -0.167  0.40
H18 -7.156 2.151 -0.139  0.41
H19 -6.711 4.293 1.023  0.41
H20 -4.549 4.681 2.163  0.42
H21 -2.823 2.916 2.187  0.52
H22 -1.809 0.004 -2.445  0.45
H23 -0.828 1.473 -4.173  0.48
H24 0.135 3.659 -3.536  0.45
H25 0.126 4.385 -1.175  0.45
H26 -0.834 2.929 0.566  0.32